Below is 6 unconnected molecules or ions with the total composition C33H45F5N2O16S2 in a non-equilibrium geometry, with properties calculated with ωB97M-V/def2-TZVPD.

Structure (XYZ):
```
103
Properties=species:S:1:pos:R:3:mulliken_charge:R:1
O 3.84183 -4.02549 0.26333 -0.268
N 3.66828 -2.89069 0.25735 0.281
O 3.38406 -2.39862 1.62912 -0.389
C 2.38566 -1.49366 1.67258 -0.149
C 1.10844 -1.81896 1.86929 0.041
S 0.58643 -3.50404 2.00698 0.034
C 0.07547 -0.76437 2.01714 0.632
O -1.03470 -1.05282 2.38680 -0.618
C 0.44806 0.62832 1.74554 -0.156
S -0.82528 1.86276 1.72723 1.649
O -0.63247 2.81658 0.67998 -0.687
O -0.96284 2.37923 3.05760 -0.732
C -2.41879 0.98893 1.30630 0.413
F -2.21037 -0.08002 0.57686 -0.235
F -3.07542 1.84391 0.55941 -0.269
C -3.34397 0.67685 2.50618 0.819
F -3.91489 1.79626 2.88135 -0.277
F -2.72341 0.17495 3.51946 -0.180
F -4.27469 -0.13372 2.09231 -0.264
C 1.71425 0.96988 1.55769 0.236
C 2.19037 2.33376 1.35235 -0.264
C 2.56128 2.78704 0.10693 -0.206
C 3.02080 4.07041 0.03915 -0.737
C 3.09888 4.80985 1.18421 -0.525
N 2.71974 4.41045 2.38892 -0.695
C 2.26446 3.16829 2.42656 -0.177
C 2.78531 -0.07492 1.57903 0.767
O 3.94262 0.24851 1.51522 -0.548
H 0.96905 -3.68969 3.27433 0.187
H 2.50883 2.17828 -0.76488 0.813
H 3.31453 4.48893 -0.88425 0.459
H 3.49115 5.79917 1.11527 0.427
H 1.94093 2.80037 3.37559 0.577
O -7.07749 4.09076 6.63975 -0.557
C -7.30673 3.45661 5.65120 0.511
O -8.57555 3.41279 5.19700 -0.372
C -8.92722 2.82347 3.94684 -0.414
C -9.12283 1.32507 4.05396 -0.921
C -6.23581 2.65314 4.94668 -0.721
H -8.20112 3.09150 3.17826 0.380
H -9.86550 3.29977 3.67118 0.318
H -8.20298 0.81986 4.34689 0.260
H -9.45068 0.91432 3.09912 0.341
H -9.87444 1.09991 4.80926 0.304
H -6.12031 1.70053 5.46052 0.307
H -5.30103 3.20180 5.01036 0.375
H -6.43461 2.46877 3.89388 0.208
O 4.93200 4.38210 -2.23456 -0.573
C 4.80986 3.74893 -3.24798 0.981
O 3.75309 2.92550 -3.34578 -0.389
C 3.39248 2.26032 -4.56346 -0.498
C 4.15267 0.96861 -4.75484 -0.966
C 5.82424 3.81391 -4.36418 -1.224
H 3.49654 2.93858 -5.41072 0.381
H 2.32924 2.05422 -4.45888 0.359
H 5.22410 1.13701 -4.84073 0.262
H 3.81505 0.45468 -5.65405 0.429
H 3.99958 0.31218 -3.90198 0.245
H 6.64764 3.14503 -4.12090 0.281
H 6.20062 4.83117 -4.41796 0.338
H 5.43039 3.55205 -5.34271 0.365
O -1.70539 -4.60852 0.32296 -0.522
C -1.54366 -5.70084 -0.14207 0.736
O -2.10386 -6.75179 0.48222 -0.369
C -2.10469 -8.06953 -0.06761 -0.427
C -0.82651 -8.82026 0.24382 -0.953
C -0.66809 -5.92863 -1.35490 -0.973
H -2.31736 -8.03869 -1.13672 0.368
H -2.94926 -8.56495 0.40531 0.319
H 0.04278 -8.33722 -0.20173 0.267
H -0.88290 -9.84061 -0.13420 0.351
H -0.66607 -8.85366 1.32053 0.298
H 0.37031 -5.97104 -1.02917 0.242
H -0.79247 -5.08170 -2.02326 0.318
H -0.90217 -6.83002 -1.91586 0.347
O 6.84184 -1.04876 -2.96609 -0.585
C 6.96126 -1.03609 -1.77371 0.818
O 7.33767 0.10688 -1.17920 -0.430
C 7.33606 0.28108 0.24209 0.031
C 8.60636 -0.23904 0.88189 -1.104
C 6.76382 -2.28600 -0.94975 -0.945
H 6.43830 -0.15623 0.68037 0.036
H 7.26030 1.35578 0.38725 0.372
H 8.72008 -1.31328 0.73734 0.269
H 8.60173 -0.03578 1.95215 0.382
H 9.47526 0.24404 0.43683 0.316
H 7.67786 -2.87553 -0.98898 0.302
H 5.95760 -2.85789 -1.39827 0.272
H 6.49957 -2.10164 0.08911 0.292
O -6.68148 -0.00138 -5.03932 -0.558
C -5.93527 0.56285 -4.29243 0.724
O -4.61956 0.28954 -4.36977 -0.370
C -3.63408 1.02113 -3.64002 -0.805
C -3.45827 0.50025 -2.22938 -0.343
C -6.43860 1.51420 -3.22814 -0.873
H -3.85552 2.08885 -3.66065 0.433
H -2.71343 0.88329 -4.20278 0.316
H -4.37078 0.60675 -1.64360 0.203
H -2.66071 1.03485 -1.72218 0.129
H -3.21045 -0.56065 -2.25526 0.298
H -6.76580 0.93090 -2.36958 0.235
H -7.29113 2.05079 -3.63351 0.309
H -5.70810 2.25025 -2.90084 0.302
```

Calculated values
Orbital gap, eV: 7.3
E_HOMO, eV: -9.798
Total charge: 0
SMILES string: O=NOC1=C(S)C(=O)C(S(=O)(=O)C(F)(F)C(F)(F)F)=C(c2cccnc2)C1=O.CCOC(C)=O.CCOC(C)=O.CCOC(C)=O.CCOC(C)=O.CCOC(C)=O
Lowest unoccupied orbital energy, eV: -2.46
M, u: 884.8


Below is a molecular structure, C33H46BrIrN3P2Se in a non-equilibrium geometry, with properties calculated with ωB97M-V/def2-TZVPD.

Structure (XYZ):
```
87
Properties=species:S:1:pos:R:3:lowdin_spin:R:1
C -4.30669 -1.78402 3.73391 0.062
C -3.29343 -2.47646 3.04024 0.005
C -3.57113 -3.76386 2.54401 0.062
C -4.81873 -4.33961 2.83358 0.078
N -5.74838 -3.68251 3.52225 0.734
C -5.52389 -2.44415 3.96682 0.077
C -2.01750 -1.84518 2.78778 0.141
C -0.91797 -1.30988 2.67441 0.004
C 0.45565 -0.91695 2.43639 0.272
C 0.83143 0.30142 1.70467 0.058
C 2.18632 0.45210 1.29248 0.089
C 3.02322 -0.71587 1.40907 0.261
C 2.84598 -1.46111 2.58483 0.227
C 1.51013 -1.61556 3.02178 0.071
Ir 1.33209 -0.06960 -0.49453 1.286
P -0.90176 0.09006 -0.90973 0.132
H -2.81300 -4.31975 1.99793 0.006
H -4.12265 -0.78171 4.11434 0.006
H -5.03071 -5.35627 2.48844 0.016
H -6.30843 -1.93005 4.53087 0.016
H 1.23014 -2.28885 3.83947 0.002
H 0.34434 1.23464 1.99473 0.006
H 3.66835 -1.90196 3.16372 0.007
H 2.61207 1.42401 0.96657 0.014
C -1.37411 0.99696 -2.48327 0.028
C -2.74567 0.65963 -3.09167 0.005
H -0.58226 0.82160 -3.23547 0.001
H -1.32183 2.07612 -2.24198 0.009
H -2.82480 1.19432 -4.05706 0.002
H -2.87057 -0.41860 -3.30071 0.001
H -3.58856 1.00382 -2.46646 0.000
C -1.65112 -1.59262 -0.80198 0.030
C -3.13043 -1.68221 -0.43682 0.011
H -1.06884 -2.09372 -0.00704 0.006
H -1.45066 -2.12951 -1.74699 0.000
H -3.43039 -2.73246 -0.53884 0.002
H -3.29759 -1.42324 0.61451 0.001
H -3.78994 -1.09007 -1.08130 0.000
C -1.79770 0.98770 0.46268 0.017
C -3.12263 1.71948 0.23376 0.005
H -1.05681 1.69595 0.88279 0.003
H -1.91524 0.18566 1.20321 0.000
H -3.31300 2.25583 1.17113 0.001
H -3.06786 2.48283 -0.55425 0.000
H -3.98578 1.05990 0.05366 0.000
Br 4.53817 -0.91642 0.19316 0.194
P 1.83348 -1.69551 -2.14959 0.107
C 0.50715 -2.08926 -3.35284 0.001
C 0.94972 -2.53882 -4.73801 0.000
H -0.11847 -1.18625 -3.41873 0.001
H -0.11819 -2.87688 -2.91290 0.000
H 0.07689 -2.66826 -5.39104 0.000
H 1.60539 -1.81595 -5.22841 0.000
H 1.46483 -3.50483 -4.71411 0.000
C 3.38751 -1.27507 -3.03591 0.030
C 4.44752 -2.36416 -3.13238 0.010
H 3.78398 -0.40921 -2.48568 0.004
H 3.11245 -0.91777 -4.03941 0.001
H 5.37044 -1.93453 -3.53472 0.002
H 4.69944 -2.80051 -2.16266 0.001
H 4.16522 -3.17220 -3.81386 0.000
C 2.03149 -3.13465 -1.04313 0.045
C 2.17770 -4.48443 -1.74051 0.014
H 1.13652 -3.12850 -0.40035 0.011
H 2.89528 -2.93725 -0.38786 0.003
H 2.30340 -5.27036 -0.98214 0.002
H 1.28888 -4.75442 -2.32538 0.000
H 3.05682 -4.52712 -2.39643 0.000
C 3.47954 4.15523 0.25470 0.017
N 2.10293 4.03937 0.72378 0.024
C 1.12014 3.38943 0.06892 0.053
Se 1.58681 2.13076 -1.36191 0.669
N -0.08717 3.84854 0.56860 0.012
C 0.16754 4.75476 1.62643 0.009
C -0.63964 5.74309 2.19902 0.000
C 0.00178 6.86354 2.74862 0.007
C 1.39928 6.94881 2.83695 0.004
C 2.19108 5.88403 2.38183 0.003
C 1.54636 4.83948 1.72977 0.010
H 3.88805 3.14254 0.12636 0.009
H 4.00836 4.69483 1.04178 0.001
H 3.52696 4.72500 -0.69143 0.002
H -1.02411 3.67519 0.15608 0.000
H -1.72540 5.63507 2.18676 0.000
H -0.58364 7.72026 3.07669 0.000
H 1.88883 7.83935 3.26117 0.000
H 3.27704 5.89683 2.43684 0.000
```

Calculated values
Orbital gap (alpha / beta), eV: 5.8 / 4.2
E_HOMO (alpha / beta), eV: -17.248 / -18.444
Total charge: +4
Multiplicity: 6
ΔE to the lowest compared entry with this formula, charge and spin, kJ/mol: 0.0
Lowest unoccupied orbital energy (alpha / beta), eV: -11.48 / -14.24
M, u: 897.8


- What is the total charge in the second record?
  +4


- What is the total charge in the first record?
  0


- Which of these has the lowest total charge?
  C33H45F5N2O16S2